(1)
C6H16ClO7S2V as an isolated structure in a non-equilibrium geometry. Source: the Open Molecules 2025 dataset; level of theory: ωB97M-V with the def2-TZVPD basis set.

Total energy (eV): -80681.20632
Multiplicity: 2
Net charge: +1
HOMO-LUMO gap (alpha / beta) (eV): 3.3 / 4.2
ΔE to the lowest compared entry with this formula, charge and spin (kcal per mole): 72.4

Structure (XYZ):
```
33
C6H16ClO7S2V | the Open Molecules 2025 dataset | ωB97M-V with the def2-TZVPD basis set
O 15.166 35.398 -4.392
V 14.344 35.528 -5.783
Cl 15.658 37.580 -6.326
O 15.745 42.566 -3.150
S 15.830 41.165 -2.793
O 17.219 40.626 -2.661
O 14.855 40.876 -1.501
C 15.029 41.611 -0.340
C 16.257 40.962 0.454
C 15.003 40.119 -3.991
H 14.136 41.618 0.285
H 15.304 42.640 -0.570
H 16.120 39.892 0.615
H 16.302 41.320 1.482
H 17.270 41.123 0.086
H 13.945 40.058 -3.738
H 15.505 39.165 -3.835
H 15.227 40.419 -5.015
O 14.942 42.870 -10.775
S 14.510 42.022 -9.683
O 13.627 42.469 -8.568
O 13.712 40.744 -10.417
C 12.749 40.020 -9.720
C 13.303 39.353 -8.406
C 15.917 41.163 -9.006
H 12.410 39.135 -10.257
H 11.855 40.551 -9.393
H 13.507 40.068 -7.609
H 14.251 38.839 -8.562
H 12.625 38.585 -8.033
H 16.426 40.844 -9.916
H 15.662 40.365 -8.308
H 16.486 41.842 -8.371
```


(2)
An isolated molecule of C5H9FOS in a non-equilibrium geometry. Source: the Open Molecules 2025 dataset; level of theory: ωB97M-V with the def2-TZVPD basis set.

Total energy (eV): -20927.25690
Multiplicity: 1
HOMO-LUMO gap (eV): 8.7
ΔE to the lowest compared entry with this formula, charge and spin (kcal per mole): 71.4

Structure (XYZ):
```
17
C5H9FOS | the Open Molecules 2025 dataset | ωB97M-V with the def2-TZVPD basis set
C 0.074 -3.130 -0.827
C -0.119 -0.372 -0.489
C -0.407 0.926 0.050
C -0.983 1.221 1.345
C 0.618 1.960 -0.571
H -0.478 -4.085 -0.970
H 1.112 -3.159 -0.273
H 0.293 -2.965 -1.888
H 0.520 -0.414 -1.419
H -1.673 2.047 1.343
H -1.512 0.315 1.780
H 0.997 1.138 2.001
H 0.903 2.412 0.459
H 0.101 2.863 -1.190
O 0.025 1.707 2.398
F 1.509 1.328 -1.428
S -0.979 -1.791 -0.321
```


(3)
An isolated molecule of C10H18N4O5 in a non-equilibrium geometry. Source: the Open Molecules 2025 dataset; level of theory: ωB97M-V with the def2-TZVPD basis set.

Total energy (eV): -26857.47457
Multiplicity: 1
HOMO-LUMO gap (eV): 9.4
ΔE to the lowest compared entry with this formula, charge and spin (kcal per mole): 118.5

Structure (XYZ):
```
37
C10H18N4O5 | the Open Molecules 2025 dataset | ωB97M-V with the def2-TZVPD basis set
C -0.991 -1.487 0.807
C -0.307 -0.228 1.313
C -1.812 -1.222 -0.333
C -2.913 -0.240 -0.013
C -3.887 -0.059 -1.155
C 1.437 1.538 0.642
C 0.381 2.525 0.106
C 2.649 1.391 -0.315
C 3.576 0.310 0.050
C 3.413 -0.906 -0.792
H -1.294 -3.332 2.071
H -1.942 -1.701 2.679
H -0.204 -2.112 0.348
H -2.280 -2.147 -0.776
H -1.274 -0.743 -1.124
H -2.486 0.639 0.451
H -3.749 -0.952 0.662
H -5.023 1.457 -2.131
H -4.169 2.153 -0.873
H 1.149 -0.526 -0.235
H 1.646 1.813 1.680
H 2.066 1.069 -1.206
H 3.299 2.291 -0.306
H 3.399 -0.145 1.129
H 4.701 0.565 -0.049
H 5.412 -1.274 -0.762
H 4.331 -2.354 -1.743
H -0.710 2.001 1.434
N -1.786 -2.227 1.722
N -4.412 1.250 -1.355
N 0.635 0.196 0.452
N 4.474 -1.688 -1.063
O -1.199 0.395 2.071
O -4.373 -0.925 -1.838
O 0.601 3.126 -0.916
O 2.402 -1.089 -1.447
O -0.760 2.636 0.815
```